1:
Below is 16 unconnected molecules or ions with the total composition C16H64O16, with properties calculated with ωB97M-V/def2-TZVPD.

```
96
Properties=species:S:1:pos:R:3:mulliken_charge:R:1
O -6.33343 0.41161 1.59776 -0.54
O 0.29591 1.41366 0.11216 -0.49
O 2.11960 -4.40884 0.18201 -0.42
O -2.65068 4.16854 -3.70516 -0.45
O 2.15441 2.90041 1.42523 -0.47
O 2.20944 5.04003 -2.87121 -0.58
O -4.96601 -2.37557 -4.44805 -0.53
O 1.89757 -3.04850 3.01135 -0.34
O 2.83964 5.46013 2.03226 -0.53
O -4.97646 -1.45222 3.67329 -0.55
O -0.74146 6.60550 -3.69748 -0.47
O 4.56538 -2.07512 -1.53604 -0.39
O 1.07785 -4.15951 5.72256 -0.52
O 1.64976 -3.09802 -3.37018 -0.58
O -0.81276 1.85949 -2.55438 -0.49
O -1.98507 -5.71377 2.25255 -0.51
C -4.05211 -2.60990 -3.46137 -0.37
C 3.70093 5.12534 3.01748 -0.68
C 3.01984 -5.11610 0.98845 -0.51
C 5.14206 -1.07936 -2.40901 -0.62
C 3.15266 1.93802 1.60929 -0.42
C -0.00299 0.05238 0.30983 -0.43
C -0.72148 -5.42466 1.83135 -0.38
C -3.41600 4.05355 -2.52384 -0.65
C -1.29263 6.63294 -4.99842 -0.55
C 1.56377 -2.02056 -2.55025 0.00
C -0.33819 -4.38465 5.48534 -0.26
C 1.82723 4.31177 -1.68429 -0.28
C 2.14623 -1.72977 3.55923 -0.49
C -5.33878 1.42926 1.23579 -0.53
C -4.27302 -2.65009 3.15896 -0.48
C 0.32681 1.65166 -3.42305 -0.59
H 1.37357 2.57079 0.97440 0.40
H 0.06028 -6.07044 2.23124 0.34
H 0.35141 2.60335 -3.95388 0.26
H -4.59108 -2.87121 2.14012 0.28
H 1.25246 1.41250 -2.89953 0.21
H -0.47708 -5.45973 5.37128 0.31
H -4.38178 1.20611 1.70744 0.23
H 5.96081 -0.61546 -1.85897 0.30
H 3.02732 1.18514 2.38747 0.14
H -4.55698 -3.55988 3.68788 0.32
H -5.71994 -1.86391 -4.14574 0.31
H 4.42858 -0.40516 -2.88283 0.17
H 2.19010 3.30169 -1.49412 0.09
H -5.08775 1.40193 0.17545 0.21
H 2.19797 -3.79655 -3.00533 0.34
H -0.60693 -3.90983 4.54172 -0.06
H 3.17325 4.58708 3.80484 0.24
H -2.32766 6.32062 -5.13724 0.16
H -1.89897 -6.61172 2.58098 0.29
H 1.95998 5.96462 -2.80404 0.32
H -2.88737 3.43324 -1.80005 0.16
H -3.68952 4.97599 -2.01159 0.31
H -3.10104 -2.55602 -3.99115 0.17
H 2.44422 -1.39163 -2.41847 -0.11
H -4.06856 -1.80656 -2.72484 0.19
H -1.25714 7.67585 -5.31334 0.30
H -1.44376 2.19656 -3.19455 0.19
H 3.28411 1.30322 0.73302 0.17
H 3.37036 -5.98287 0.42815 0.28
H -0.95484 -3.88896 6.23509 0.27
H 0.31500 -0.27595 1.29936 0.19
H 2.66332 4.59622 1.65257 0.51
H 2.17937 5.06298 -0.97734 0.27
H -5.79164 -0.19676 2.10565 0.35
H 4.06577 5.96786 3.60497 0.29
H -4.14076 -3.59033 -2.99339 0.23
H 0.67308 -0.53013 -0.31604 0.12
H 1.66302 -3.61939 3.74665 0.13
H 1.26065 -1.40198 4.10367 0.32
H 0.75375 4.18198 -1.54690 0.18
H 4.05839 2.50744 1.81794 0.26
H 4.51417 4.49151 2.66394 0.24
H -3.23782 4.39044 -4.43153 0.25
H -0.76238 5.68930 -3.41156 0.27
H -5.68541 2.39094 1.61409 0.26
H -0.75853 -5.12996 0.78259 0.29
H -1.08120 -0.10680 0.29438 0.30
H 0.08771 0.88219 -4.15711 0.31
H -4.29864 3.45993 -2.76188 0.38
H -5.81705 -1.74441 4.03333 0.29
H 1.29561 -4.82506 6.37924 0.29
H -0.58412 -4.47473 2.34794 -0.01
H 2.48653 -1.05713 2.77193 0.00
H -3.19560 -2.49520 3.21611 0.12
H -0.68283 6.08326 -5.71541 0.29
H 2.05490 -3.63063 0.74039 0.24
H 3.62513 -4.24378 1.23499 0.31
H 2.98344 -1.78630 4.25492 0.39
H 1.33413 -2.34896 -1.53659 0.15
H 0.05457 1.58719 -0.80066 0.25
H 0.83058 -1.23759 -2.74388 0.20
H 5.64077 -1.53721 -3.26326 0.30
H 2.45515 -5.42711 1.86737 0.04
H 5.22935 -2.68814 -1.21207 0.25
```

The calculation puts the frontier orbital gap at 9.5 eV. As for the charge: 0. The highest occupied orbital energy is -0.340 Eh.

***

2:
Below is 16 unconnected molecules or ions with the total composition C16H64O16, with properties calculated with ωB97M-V/def2-TZVPD.

```
96
Properties=species:S:1:pos:R:3:mulliken_charge:R:1
O 11.35103 -3.12809 25.46427 -0.80
O 12.14149 0.34335 23.88449 -0.61
O 11.85374 -2.08328 21.28736 -0.58
O 9.66727 -0.53075 23.02404 -0.51
O 12.10334 -5.70365 25.08842 -0.78
O 8.02151 -5.35610 26.61583 -0.07
O 7.04258 -1.03443 26.60086 -0.64
O 9.25153 -2.79453 20.39997 -0.81
O 11.99689 -6.37473 22.43707 -0.69
O 5.21584 -2.60038 21.68510 -0.53
O 5.69639 -1.34240 24.08295 -0.38
O 8.04919 -7.47571 24.50918 -0.31
O 7.45638 -6.79026 21.94788 -0.32
O 8.57962 -5.43224 19.91761 -0.42
O 9.79211 -3.32661 23.49101 2.94
O 4.20019 -5.09691 24.94490 -0.61
C 12.52917 -2.66561 22.34956 -0.24
C 10.83947 -6.01359 21.68819 0.41
C 8.05221 -2.08360 20.26151 -0.41
C 5.35583 -3.72330 20.81685 -1.35
C 6.46959 -7.69126 21.55893 -0.97
C 4.49300 -1.38229 24.91608 -0.86
C 8.48578 -3.81711 23.48538 0.63
C 8.30718 -8.89681 24.33905 -0.89
C 10.73368 -3.22956 26.68592 -0.51
C 10.97819 -6.53299 25.37722 -0.33
C 12.18602 0.38705 25.33790 -0.37
C 6.98039 -5.76865 27.44779 -0.97
C 5.45744 -4.94246 24.28748 0.89
C 7.83790 -5.87477 18.79573 -0.71
C 9.11283 -0.28698 24.27300 -0.65
C 7.39194 -2.40526 26.74050 0.40
H 7.12222 -6.72505 27.87059 0.33
H 8.07338 -2.59863 25.97692 -0.67
H 7.75662 -2.67315 27.72407 0.45
H 12.28297 -3.69613 22.39188 -0.07
H 11.93415 -4.77997 25.25961 0.47
H 7.92417 -7.04797 23.60766 0.17
H 5.79446 -7.28917 20.82419 0.39
H 6.10868 -4.28616 24.83781 -0.96
H 8.42615 -5.82387 17.90410 0.36
H 6.55019 -0.88019 25.80902 0.23
H 11.19094 -7.57131 25.18536 0.47
H 4.48546 -4.33615 20.96870 0.51
H 9.42111 0.18132 22.48951 0.17
H 6.01476 -5.89102 24.20246 0.33
H 13.54526 -2.53606 22.20169 0.54
H 7.53890 -9.43449 23.81001 0.26
H 3.88139 -5.97647 24.63392 0.38
H 10.87042 -6.45320 20.67757 0.39
H 8.41733 -4.77059 24.04868 -0.51
H 8.01402 -0.36434 24.23905 0.17
H 7.39213 -2.58989 19.56905 0.16
H 11.81452 -0.49212 25.84135 -0.01
H 6.95803 -5.13900 28.32541 0.31
H 5.53905 -1.75957 23.23900 0.31
H 10.65534 -6.34584 26.42442 0.24
H 7.46391 -6.84842 18.93620 0.31
H 13.18431 0.56620 25.74400 0.32
H 4.35157 -2.39784 25.34854 0.22
H 6.26528 -4.30904 20.99113 0.54
H 10.76893 -4.91661 21.57079 -0.33
H 7.00049 -8.58037 21.21097 0.28
H 8.13406 -4.00897 22.48566 -0.47
H 6.04176 -5.67253 26.97812 0.30
H 7.75485 -3.13012 23.81633 -0.04
H 4.30144 -2.27344 21.62296 0.21
H 9.96690 -3.99025 26.66426 -0.03
H 9.92980 -2.32183 20.85655 0.24
H 11.53938 1.21355 25.73866 0.26
H 7.96056 -5.87512 25.81657 0.09
H 8.17675 -1.07633 19.92231 0.41
H 7.61505 -2.12288 21.24826 0.03
H 6.57583 -3.14738 26.53649 0.08
H 10.24177 -2.29669 27.06708 0.33
H 11.46987 -3.55683 27.44499 0.35
H 9.93265 -6.37374 22.22597 -0.15
H 8.42336 -9.32201 25.27885 0.34
H 11.33835 -0.06395 23.56822 0.33
H 3.59446 -1.13225 24.31396 0.37
H 6.94140 -5.16747 18.68297 0.17
H 9.47816 -0.92051 24.99879 0.09
H 12.03400 -1.15595 21.23908 0.27
H 7.70048 -6.24323 21.20954 0.10
H 11.87014 -6.10100 23.36532 0.35
H 9.21913 -8.94951 23.73186 0.31
H 10.22371 -6.33798 24.59086 -0.01
H 10.68542 -3.16451 24.76529 0.36
H 4.61243 -0.72811 25.79734 0.41
H 12.29014 -2.18247 23.31155 0.03
H 5.80630 -7.98565 22.39185 0.30
H 9.33859 0.74080 24.50622 0.54
H 5.29112 -4.55418 23.27119 0.18
H 8.77531 -4.45984 19.91692 0.32
H 5.38731 -3.43294 19.75326 0.41
H 9.77574 -2.48647 23.04404 -1.18
```

The calculation puts the frontier orbital gap at 9.0 eV. As for the charge: 0. The highest occupied orbital energy is -0.332 Eh.

***

Which of them is the least stable? Correct choice: 1.

***

1:
Below is 2 unconnected molecules or ions with the total composition Cl3H3Si2, with properties calculated with ωB97M-V/def2-TZVPD.

```
8
Properties=species:S:1:pos:R:3:mulliken_charge:R:1
Cl -0.72702 -1.71235 -0.63546 -0.20
Cl -3.36196 0.18715 0.45552 -0.25
Cl 2.05963 0.85382 1.09618 -0.21
Si -1.29760 -0.03128 0.23780 0.74
Si 2.22473 0.68034 -0.97334 0.26
H -0.89500 -0.03925 1.63469 -0.11
H -0.72260 0.87401 -0.70369 -0.16
H 2.71980 -0.81243 -1.11172 -0.07
```

The calculation puts the frontier orbital gap at 7.9 eV. As for the charge: 0. The highest occupied orbital energy is -0.335 Eh.

***

2:
Below is a single Cl3H3Si2 molecule, with properties calculated with ωB97M-V/def2-TZVPD.

```
8
Properties=species:S:1:pos:R:3:mulliken_charge:R:1
Cl 2.07698 0.97418 0.31347 -0.22
Cl 3.50571 -1.71209 -0.58472 -0.24
Cl -1.80032 -0.82425 0.31961 -0.19
Si 1.76611 -1.00267 0.30047 0.47
Si -0.32239 -1.42883 -0.79531 0.40
H -0.59059 -2.85738 -0.84346 -0.10
H -0.55143 -0.51482 -2.03844 -0.05
H 2.05580 -1.21167 1.85769 -0.07
```

The calculation puts the frontier orbital gap at 10.4 eV. As for the charge: 0. The highest occupied orbital energy is -0.379 Eh.

***

Which of them is the least stable? Correct choice: 1.